{
  "formula": "C40H29BF4GeMnOPS5",
  "method": "wB97M-V/def2-TZVPD",
  "total_charge": -1,
  "homo_ev": [-3.65, -3.85],
  "total_energy_ev": -206854.479,
  "gap_ev": [4.972, 5.112],
  "spin_multiplicity": 2,
  "elements": ["Mn", "S", "C", "S", "C", "C", "S", "S", "S", "O", "C", "C", "C", "C", "C", "C", "C", "P", "C", "C", "C", "C", "C", "C", "C", "C", "C", "C", "C", "C", "H", "H", "H", "H", "H", "H", "H", "H", "H", "H", "H", "H", "H", "H", "C", "C", "C", "C", "C", "C", "Ge", "C", "C", "C", "C", "C", "C", "C", "C", "C", "C", "C", "C", "H", "H", "H", "H", "H", "H", "H", "H", "H", "H", "H", "H", "H", "H", "H", "F", "B", "F", "F", "F"],
  "positions_angstrom": [[-0.8789, 0.8513, 1.0782], [-7.8676, -0.7108, -0.3291], [-6.2922, -0.3935, -0.0157], [-4.9771, -1.0694, -0.9416], [-3.6754, -0.2866, -0.0704], [-4.0454, 0.5086, 0.9760], [-2.9424, 1.3445, 1.9903], [-5.7694, 0.6467, 1.2805], [-2.0458, -0.4940, -0.5704], [1.0132, -0.8603, -0.2547], [0.8472, 0.3828, 0.1185], [1.8951, 1.3113, 0.0262], [3.2696, 1.0189, -0.1594], [4.1870, 2.0362, -0.2102], [3.8104, 3.3797, -0.0841], [2.4658, 3.7042, 0.0666], [1.5271, 2.6963, 0.0858], [-0.2677, 2.8142, 0.0015], [-0.6171, 4.5745, 0.2961], [-0.6184, 5.5464, -0.6977], [-0.8387, 6.8708, -0.3614], [-1.0618, 7.2304, 0.9579], [-1.0782, 6.2600, 1.9473], [-0.8604, 4.9360, 1.6175], [-0.5621, 2.5994, -1.7907], [-1.8958, 2.5668, -2.1966], [-2.2140, 2.2917, -3.5125], [-1.2031, 2.0385, -4.4263], [0.1226, 2.0681, -4.0287], [0.4484, 2.3419, -2.7116], [3.5702, -0.0132, -0.2378], [5.2334, 1.7972, -0.3389], [4.5571, 4.1606, -0.1391], [2.1495, 4.7364, 0.1551], [-0.4441, 5.2595, -1.7244], [-0.8348, 7.6295, -1.1311], [-1.2297, 8.2668, 1.2154], [-1.2651, 6.5384, 2.9734], [-0.8769, 4.1589, 2.3720], [-2.6708, 2.7330, -1.4553], [-3.2476, 2.2456, -3.8244], [-1.4545, 1.8053, -5.4506], [0.9050, 1.8585, -4.7453], [1.4818, 2.3337, -2.3934], [1.4868, -3.6822, -4.3075], [0.3118, -3.0471, -3.9398], [0.0535, -2.7891, -2.6052], [0.9579, -3.1679, -1.6171], [2.1377, -3.7904, -1.9993], [2.4052, -4.0404, -3.3352], [0.6042, -2.6070, 0.2731], [-1.1865, -3.3468, 0.8581], [-1.7214, -4.3038, 0.0033], [-2.8733, -4.9909, 0.3404], [-3.5065, -4.7415, 1.5446], [-2.9856, -3.7856, 2.3975], [-1.8339, -3.0932, 2.0591], [2.0694, -2.9481, 1.5901], [3.3720, -2.5526, 1.3176], [4.3454, -2.6120, 2.2974], [4.0277, -3.0832, 3.5605], [2.7368, -3.4993, 3.8360], [1.7645, -3.4298, 2.8557], [1.6885, -3.8961, -5.3491], [-0.3971, -2.7350, -4.6963], [-0.8578, -2.2750, -2.3258], [2.8552, -4.0781, -1.2406], [3.3430, -4.4990, -3.6185], [-1.2222, -4.5143, -0.9332], [-3.2742, -5.7296, -0.3378], [-4.3970, -5.2900, 1.8191], [-3.4714, -3.5825, 3.3411], [-1.4527, -2.3615, 2.7530], [3.6219, -2.1832, 0.3311], [5.3513, -2.2774, 2.0798], [4.7854, -3.1263, 4.3300], [2.4794, -3.8612, 4.8217], [0.7520, -3.7378, 3.0767], [0.0851, -0.8132, 2.4047], [0.4859, -0.0158, 3.5595], [0.2832, 1.3095, 3.0601], [1.7807, -0.2494, 3.8615], [-0.3573, -0.2920, 4.5800]],
  "atomic_forces_ev_per_a": [[0.459, -0.507, -0.827], [-0.569, -0.129, -0.124], [0.606, 0.085, 0.121], [-0.319, 0.428, 0.509], [-0.583, 0.471, 0.629], [-0.023, -0.626, -0.674], [0.158, 0.461, 0.650], [0.233, -0.502, -0.638], [0.874, 0.490, 0.174], [1.233, 1.516, 0.147], [-3.386, -2.566, 1.426], [2.911, 2.312, -1.017], [-1.339, -0.235, 0.255], [0.529, 0.725, 0.047], [-0.222, -0.526, -0.039], [0.258, 0.101, -0.098], [0.038, -1.548, 0.039], [-0.345, 0.046, -0.177], [-0.039, -0.203, 0.162], [0.064, -0.126, 0.053], [0.007, 0.145, -0.097], [-0.016, 0.001, 0.032], [0.004, 0.133, 0.094], [0.038, -0.183, -0.025], [-0.048, 0.051, 0.131], [0.085, 0.089, 0.174], [-0.063, 0.037, 0.001], [-0.009, 0.008, -0.082], [0.020, -0.087, -0.168], [-0.115, 0.101, 0.217], [0.076, -0.118, -0.014], [0.085, -0.007, -0.021], [0.031, -0.008, 0.085], [-0.004, 0.018, -0.086], [0.000, 0.006, -0.121], [-0.005, 0.043, -0.072], [-0.025, 0.060, 0.004], [-0.022, 0.006, 0.105], [-0.053, 0.020, 0.105], [-0.073, -0.061, -0.078], [-0.070, 0.002, 0.023], [-0.006, -0.020, -0.101], [0.053, -0.009, -0.024], [0.054, 0.029, -0.077], [0.078, -0.027, -0.074], [-0.046, 0.027, -0.105], [-0.197, 0.102, 0.105], [-0.112, 0.048, 0.813], [0.032, -0.036, 0.277], [0.153, -0.070, -0.123], [-0.436, -0.610, -0.031], [1.082, 0.324, -0.311], [0.278, 0.032, -0.152], [-0.126, -0.161, -0.063], [-0.057, -0.032, -0.042], [0.012, 0.014, 0.069], [0.085, 0.161, 0.331], [-0.759, 0.260, -0.707], [-0.053, 0.080, -0.240], [0.200, -0.006, 0.035], [0.043, -0.033, 0.031], [0.030, -0.088, 0.099], [-0.241, -0.089, -0.109], [0.029, 0.038, -0.037], [-0.044, -0.030, 0.009], [-0.068, 0.043, -0.010], [0.096, -0.048, -0.011], [0.022, -0.100, -0.018], [-0.074, -0.079, -0.075], [-0.036, -0.072, -0.089], [-0.070, 0.002, -0.021], [-0.025, 0.073, 0.059], [0.061, 0.151, -0.008], [0.045, 0.056, -0.038], [0.046, -0.012, -0.011], [0.049, 0.030, 0.054], [-0.005, -0.006, 0.049], [-0.087, 0.013, 0.081], [-0.142, -0.273, -0.184], [-0.569, 0.072, -0.684], [-0.133, 0.479, -0.280], [0.976, -0.041, 0.068], [-0.519, -0.114, 0.722]],
  "lowdin_spin": [0.9916, -0.0002, 0.0004, 0.0004, 0.0070, -0.0008, 0.0470, -0.0017, 0.0054, -0.0110, -0.0291, -0.0044, -0.0047, -0.0011, -0.0059, -0.0017, -0.0095, 0.0059, 0.0043, 0.0004, 0.0002, -0.0002, 0.0000, 0.0008, 0.0020, -0.0003, 0.0001, -0.0012, 0.0001, -0.0013, -0.0002, 0.0000, -0.0004, 0.0000, 0.0001, 0.0000, 0.0000, 0.0000, 0.0009, -0.0004, 0.0001, -0.0001, 0.0001, -0.0001, 0.0000, 0.0000, -0.0004, 0.0000, 0.0000, 0.0000, -0.0004, 0.0002, 0.0002, -0.0001, 0.0003, -0.0001, 0.0002, -0.0001, -0.0001, 0.0000, -0.0001, 0.0000, 0.0000, 0.0000, 0.0000, -0.0006, 0.0000, 0.0000, 0.0000, 0.0000, 0.0000, 0.0000, 0.0000, 0.0000, 0.0000, 0.0000, 0.0000, 0.0000, 0.0099, 0.0000, -0.0011, 0.0000, 0.0000]
}